Entry 1:
Molecular formula: C21H46NOP3SeV
Method: DFT, ωB97M-V with the def2-TZVPD basis set

The charge is +3. The value obtained for the frontier orbital gap (spin up / spin down) is 4.30 / 4.36 eV. The calculation puts the total energy at -5326.13451 Eh. As for the multiplicity: 3. The HOMO energy (spin up / spin down) is -16.513 / -16.576 eV.

XYZ file:
```
74
C21H46NOP3SeV ωB97M-V with the def2-TZVPD basis set
V -0.80388 -0.14390 -2.42314
P -2.86396 -0.15213 -1.40952
P 0.14150 -1.97482 -1.50293
P 0.01899 1.83368 -1.74757
H 4.17481 -0.39724 -0.46659
C 3.43255 0.12564 0.14138
C 2.96964 -0.56856 1.30573
H 3.58437 -1.33013 1.79228
C -4.18150 -0.45490 -2.65364
C -3.29163 -1.38889 -0.12766
C -3.48522 1.36125 -0.58636
C 1.86908 -2.44798 -1.84048
C 0.00488 -2.39394 0.26318
C -0.77571 -3.32653 -2.34317
C 1.71693 2.25936 -2.26324
C -0.04818 2.43100 -0.03127
C -0.96086 3.07519 -2.67975
H 3.64780 1.19561 0.22741
H 2.00668 -0.30231 1.73216
H -5.16154 -0.39062 -2.16019
H -4.05946 -1.45101 -3.09713
H -4.12266 0.29092 -3.45605
H -4.35313 -1.27350 0.13428
H -2.67667 -1.22555 0.76676
H -3.12389 -2.40662 -0.49953
H -4.53279 1.19521 -0.29717
H -3.43301 2.22074 -1.26374
H -2.88883 1.57390 0.31017
H 1.96126 -3.53234 -1.69702
H 2.54705 -1.92575 -1.15448
H 2.13899 -2.20207 -2.87324
H 0.86783 -3.00698 0.55379
H -0.91756 -2.95595 0.45018
H -0.00042 -1.48999 0.88816
H -0.12056 -4.20636 -2.34591
H -1.01470 -3.05064 -3.37946
H -1.70466 -3.56105 -1.80882
H 1.73915 3.31216 -2.56932
H 2.02730 1.63219 -3.10862
H 2.41301 2.10046 -1.43132
H 0.86683 3.00044 0.17615
H -0.11513 1.60195 0.68961
H -0.91786 3.08707 0.09909
H -0.29780 3.92823 -2.86762
H -1.82502 3.40609 -2.09151
H -1.30766 2.67108 -3.64049
C 0.73690 0.10211 -5.45510
C 1.99126 -0.14695 -4.89593
C 3.14798 0.11012 -5.64474
C 3.04396 0.59928 -6.95206
C 1.78144 0.86703 -7.50299
C 0.62591 0.62180 -6.75406
Se -0.99948 -0.27229 -4.48424
H 2.15602 0.07325 -0.62115
H 2.06777 -0.54582 -3.87975
H 4.12916 -0.08032 -5.20408
H 3.94647 0.76863 -7.54168
H 1.69861 1.26113 -8.51615
H -0.36352 0.82546 -7.16222
C -0.49962 0.02715 5.97530
N -0.00824 -0.11368 4.61656
C 1.37242 -0.50122 4.41916
C -0.73098 0.22460 3.51998
C -2.15666 0.63765 3.76098
O -0.21552 0.17348 2.38575
H 0.26300 -0.36962 6.65123
H -1.43578 -0.53070 6.11986
H -0.68940 1.08086 6.23486
H 1.44252 -1.36514 3.74803
H 1.95978 0.31468 3.97815
H 1.78563 -0.76233 5.39548
H -2.20514 1.51102 4.42492
H -2.60646 0.89747 2.80081
H -2.72411 -0.18980 4.20855
```

---

Entry 2:
Molecular formula: C6H10Si
Method: DFT, ωB97M-V with the def2-TZVPD basis set

The value obtained for the frontier orbital gap (spin up / spin down) is 7.52 / 7.52 eV. The calculation puts the total energy at -523.91560 Eh. The HOMO energy (spin up / spin down) is -7.648 / -7.649 eV. The energy above the lowest of the compared OMol25 structures with the same formula, charge and spin comes out at 3.166 eV.

XYZ file:
```
17
C6H10Si ωB97M-V with the def2-TZVPD basis set
C 0.51531 0.01295 -2.49048
C -0.08210 0.87573 -1.56356
C 1.20677 -1.09090 -2.11491
C -0.11786 0.79224 -0.19626
C -0.86330 1.64925 0.80795
C -0.23837 -1.70886 1.85204
Si 0.75988 -0.49785 0.79607
H 0.57766 0.52666 -3.62023
H -0.69640 1.63259 -2.01715
H 1.87538 -1.72649 -2.70099
H -1.63716 2.14418 0.31980
H -0.17716 2.23758 1.35212
H -1.31468 0.96064 1.61478
H -0.16526 -1.65153 2.92308
H -1.25968 -1.35910 1.72350
H -0.29892 -2.75724 1.73970
H 1.91588 -0.03986 1.57454
```

---

What did the second record say?
Molecular formula: C6H10Si
Method: DFT, ωB97M-V with the def2-TZVPD basis set

The value obtained for the frontier orbital gap (spin up / spin down) is 7.52 / 7.52 eV. The calculation puts the total energy at -523.91560 Eh. The HOMO energy (spin up / spin down) is -7.648 / -7.649 eV. The energy above the lowest of the compared OMol25 structures with the same formula, charge and spin comes out at 3.166 eV.

XYZ file:
```
17
C6H10Si ωB97M-V with the def2-TZVPD basis set
C 0.51531 0.01295 -2.49048
C -0.08210 0.87573 -1.56356
C 1.20677 -1.09090 -2.11491
C -0.11786 0.79224 -0.19626
C -0.86330 1.64925 0.80795
C -0.23837 -1.70886 1.85204
Si 0.75988 -0.49785 0.79607
H 0.57766 0.52666 -3.62023
H -0.69640 1.63259 -2.01715
H 1.87538 -1.72649 -2.70099
H -1.63716 2.14418 0.31980
H -0.17716 2.23758 1.35212
H -1.31468 0.96064 1.61478
H -0.16526 -1.65153 2.92308
H -1.25968 -1.35910 1.72350
H -0.29892 -2.75724 1.73970
H 1.91588 -0.03986 1.57454
```